Entry i
This record from OMol25 describes a structure of composition C38H39AsCsF5N4O7S2. The level of theory is ωB97M-V/def2-TZVPD.

2S+1: 1
Net charge: -2
HOMO: -2.1 eV
Orbital gap: 5.5 eV

Cartesian coordinates (Å):
Cs: 0.640 -0.720 -0.667
As: -0.501 -1.304 2.111
S: -1.660 0.529 -2.329
S: -1.631 -1.901 -4.369
F: 1.216 -3.576 -8.256
F: 0.162 -1.753 -9.985
F: -1.551 0.145 -9.039
F: -2.311 0.146 -6.468
F: 0.500 -3.584 -5.671
O: 3.008 2.577 -1.852
O: -1.678 -0.168 -1.017
O: 3.198 1.847 3.019
O: 1.955 -2.008 0.803
O: 1.161 1.326 -1.875
O: 4.061 -2.194 1.547
O: 2.147 -3.977 -1.206
N: 0.590 3.471 -0.369
N: 1.784 4.546 1.374
N: 1.706 2.287 1.296
N: 3.102 -0.859 -1.500
C: 2.271 -0.250 5.027
C: -1.009 -1.773 -5.945
C: -4.685 -0.624 2.575
C: -4.130 1.465 -1.986
C: -1.853 2.322 -1.911
C: 1.731 0.840 5.693
C: -0.710 -4.073 3.003
C: 1.347 3.423 0.727
C: -3.309 2.745 -2.095
C: 2.419 1.496 -1.995
C: 3.627 -0.590 -0.170
C: -3.407 0.476 -2.877
C: -0.178 -1.732 -8.680
C: -0.116 0.854 4.150
C: -1.433 -3.546 5.623
C: 3.249 0.258 -2.413
C: 1.621 -0.785 3.928
C: -0.828 -2.752 3.421
C: -2.450 0.817 1.811
C: -0.954 -5.123 3.879
C: -3.700 1.412 1.776
C: -1.446 -0.802 -6.871
C: 0.546 1.401 5.242
C: -3.428 -1.212 2.614
C: 2.399 -3.113 -2.296
C: 0.409 -0.251 3.489
C: -2.289 -0.496 2.258
C: 1.427 5.913 1.131
C: 2.537 4.131 2.525
C: 2.521 2.588 2.346
C: 3.191 -1.693 0.829
C: -1.319 -4.862 5.190
C: 3.560 -2.134 -2.039
C: -4.823 0.694 2.165
C: -1.187 -2.502 4.745
C: 0.338 -2.664 -7.795
C: -1.062 -0.785 -8.194
C: -0.048 -2.666 -6.473
H: 3.235 0.367 0.188
H: 0.616 6.248 1.791
H: 4.294 0.592 -2.514
H: 2.056 -1.621 3.389
H: 2.885 -0.052 -3.396
H: 3.212 -0.675 5.351
H: 1.495 -2.545 -2.557
H: 4.244 -2.613 -1.330
H: -3.609 3.485 -1.348
H: -1.053 1.289 3.828
H: -0.408 -4.271 1.980
H: 1.110 6.052 0.099
H: 2.064 4.415 3.472
H: 4.116 -1.987 -2.973
H: 2.294 6.553 1.307
H: 0.123 2.260 5.752
H: -1.709 -3.336 6.650
H: -3.416 0.766 -3.930
H: -3.732 -0.556 -2.784
H: 0.744 2.617 -0.983
H: 2.652 -3.758 -3.142
H: -1.151 2.865 -2.543
H: -1.508 -5.678 5.878
H: -1.525 2.399 -0.879
H: 3.565 4.499 2.506
H: -5.173 1.613 -2.279
H: -5.557 -1.200 2.862
H: -3.456 3.191 -3.082
H: -0.854 -6.148 3.542
H: 2.245 1.267 6.546
H: -4.100 1.094 -0.959
H: 0.618 4.336 -0.883
H: -1.575 1.369 1.479
H: 2.032 -3.410 -0.419
H: -1.272 -1.479 5.092
H: -3.810 2.435 1.433
H: 4.724 -0.530 -0.160
H: -3.333 -2.244 2.928
H: -5.804 1.154 2.134

***

Entry ii
This record from OMol25 describes a structure of composition C38H39AsCsF5N4O7S2. The level of theory is ωB97M-V/def2-TZVPD.

2S+1: 1
Net charge: -2
HOMO: -2.3 eV
Orbital gap: 6.0 eV

Cartesian coordinates (Å):
Cs: 1.625 -1.622 -2.267
As: -1.195 -0.438 2.917
S: -1.807 0.456 -1.129
S: -1.168 0.316 -4.494
F: -1.121 3.229 -5.305
F: -1.749 2.641 -9.917
F: -1.613 -1.128 -7.125
F: -1.874 -0.063 -9.552
F: -1.375 4.258 -7.750
O: -0.021 -3.091 -0.147
O: -2.304 0.133 0.259
O: 3.869 -0.905 -5.911
O: 2.063 1.045 1.622
O: 1.103 -0.089 -0.060
O: 4.311 -2.178 -1.877
O: 5.330 -3.819 -0.723
N: 3.250 0.234 -3.984
N: 2.628 -2.297 0.660
N: 5.324 0.470 -3.061
N: 3.434 1.206 -1.861
C: 1.750 0.000 1.024
C: -1.539 0.209 -7.223
C: -1.677 0.743 -8.489
C: 4.126 -0.402 -4.840
C: -2.021 3.099 -0.941
C: 5.518 -0.405 -4.203
C: -0.503 -1.892 5.321
C: -3.776 -1.208 4.170
C: -0.810 3.722 2.913
C: -4.992 -1.878 4.216
C: -3.010 2.736 -2.048
C: -0.194 -2.113 6.654
C: -0.772 0.444 5.754
C: -0.169 -1.048 7.547
C: 3.971 0.630 -2.954
C: -1.650 1.462 2.949
C: -0.455 0.229 7.092
C: -1.291 2.369 -6.323
C: -4.593 -2.738 2.010
C: -1.336 0.987 -6.073
C: -0.807 -0.614 4.852
C: -3.255 1.232 -1.940
C: -2.097 4.212 3.079
C: -2.964 -1.284 3.041
C: -5.402 -2.646 3.134
C: -3.381 -2.061 1.962
C: -2.940 1.957 3.100
C: 0.655 -3.793 0.881
C: -3.163 3.326 3.163
C: -1.425 2.921 -7.581
C: 2.159 -1.346 1.658
C: -0.938 2.039 -1.037
C: 2.178 -3.663 0.833
C: 4.074 -2.198 0.496
C: 4.621 -2.806 -0.822
C: 6.199 0.361 -1.913
C: -1.619 2.110 -8.683
C: -0.584 2.352 2.842
H: 0.035 -3.116 6.996
H: -1.610 4.104 -1.064
H: 6.278 -0.037 -4.894
H: -2.759 -2.117 1.078
H: 0.270 -3.482 1.860
H: -0.996 1.449 5.415
H: 3.978 1.222 -1.015
H: 2.444 1.090 -1.684
H: 6.054 1.208 -1.242
H: 2.570 -4.244 -0.006
H: -2.499 3.047 0.040
H: -6.348 -3.172 3.168
H: -2.273 5.281 3.123
H: 2.583 -4.131 1.752
H: -3.779 1.275 3.152
H: 0.027 4.404 2.821
H: 6.036 -0.578 -1.378
H: 2.906 -1.166 2.440
H: -0.434 1.068 7.778
H: -0.516 -2.731 4.631
H: 0.399 -4.847 0.761
H: 0.077 -1.215 8.589
H: -5.615 -1.805 5.100
H: 5.749 -1.422 -3.873
H: -0.239 1.962 -0.208
H: -3.401 0.752 -2.905
H: 4.604 -2.672 1.339
H: -0.386 2.116 -1.979
H: 7.231 0.403 -2.260
H: 0.115 -2.138 0.002
H: -3.454 -0.628 5.027
H: -2.563 2.951 -3.022
H: 1.261 -1.720 2.153
H: 4.320 -1.132 0.493
H: -4.065 0.984 -1.252
H: 0.425 1.978 2.683
H: -4.904 -3.337 1.163
H: -3.946 3.294 -1.970
H: -4.175 3.701 3.271

***

Question: of the structures shown, which is the most stable? Reply: entry ii.